ORCA calculation (ωB97M-V/def2-TZVPD) on one molecule with the formula C3H6INO2.

Computed properties:
* energy relative to the best compared isomer or geometry (same formula, charge and spin): 85.5 kcal/mol
* SMILES: O=[N+]([O-])CCCI
* LUMO energy: -0.07 eV

Element x y z (Å)
H 1.455 -0.937 1.187
N -2.014 0.693 0.128
I 3.575 0.299 0.111
C -1.071 -0.393 -0.035
C 0.588 0.351 -0.306
H -1.275 -0.950 -0.942
H 1.683 -1.502 -0.486
C 1.615 -0.630 0.156
H 0.567 1.252 0.297
H 0.629 0.585 -1.362
O -2.179 1.435 -0.811
H -1.020 -1.002 0.860
O -2.554 0.798 1.205

Löwdin atomic charge list, values in e, 8 entries: number 1, H, carries 0.0427; number 2, N, carries -0.4649; number 3, I, carries 0.7325; number 4, C, carries -0.0078; number 5, C, carries -0.2179; number 6, H, carries 0.1149; number 7, H, carries 0.0434; number 8, C, carries -0.6787



ORCA calculation (ωB97M-V/def2-TZVPD) on C20H44N3OP2STi as an isolated structure.

Computed properties:
* energy relative to the best compared isomer or geometry (same formula, charge and spin): 0.0 kcal/mol
* total charge: +3
* LUMO energy: -12.09 eV

Element x y z (Å)
H 2.894 1.756 1.528
C 1.089 3.016 1.631
C -1.479 -3.505 -3.662
H 0.671 3.813 3.588
H 1.662 3.878 1.246
C -1.313 3.282 -0.158
C 0.104 3.483 2.705
S -1.524 -0.706 1.326
O 2.915 -0.646 0.296
N 0.396 -0.957 3.305
C 1.071 -3.483 -1.025
H -2.340 1.798 1.118
Ti -0.049 0.000 -0.476
H 1.584 -4.480 -2.914
H -0.478 -3.901 -3.885
H -0.333 -4.425 0.374
H -1.576 0.373 -1.648
H 1.392 0.320 -4.265
H -2.117 -1.807 -2.487
H 1.628 -0.203 4.823
H -1.127 0.069 5.801
N 0.516 0.800 -2.426
H 0.839 -1.739 2.835
C 1.150 -4.713 -1.934
N -1.171 0.528 3.742
P 0.249 2.335 0.146
H 0.312 -1.727 -4.106
H -2.084 0.971 3.644
C -0.729 -0.366 2.832
H 1.277 3.959 -1.325
C -0.458 0.406 5.001
H -2.306 -3.006 -0.267
H 2.510 2.405 3.138
C -2.300 -3.532 -1.232
C 2.072 1.992 2.217
H -0.563 2.663 3.022
H -1.256 5.212 -1.157
H -2.527 3.501 1.664
P 0.080 -2.106 -1.734
H -1.751 5.314 0.537
C 1.786 -0.408 0.041
H 0.444 -2.967 1.028
H -1.772 -2.844 -4.490
H 1.809 -5.451 -1.456
C -1.061 4.808 -0.153
H 0.170 -5.189 -2.079
C -1.555 -2.742 -2.321
H 2.316 2.548 -1.065
H -0.567 0.621 -2.608
H 1.567 1.045 2.478
H -0.117 2.751 -2.952
H -0.505 4.335 2.378
C 0.602 -3.849 0.389
C 0.963 -1.545 -3.234
H 1.378 -4.471 0.859
C 1.390 -0.072 -3.237
H 0.534 -1.503 5.334
C 0.621 -0.615 4.699
H 1.558 2.367 -3.354
C 0.791 2.262 -2.573
C 1.285 2.865 -1.263
H -3.348 -3.655 -1.548
H 2.079 -3.042 -0.952
H -0.031 5.095 0.114
H -1.881 -4.540 -1.097
H 2.419 0.060 -2.867
H -3.403 2.897 0.233
H -1.596 2.975 -1.182
H -0.037 1.374 5.287
H -2.180 -4.353 -3.655
H 1.859 -2.174 -3.356
C -2.450 2.844 0.783

Löwdin atomic charge list, values in e, 8 entries: number 1, H, carries 0.0787; number 2, C, carries -0.4915; number 3, C, carries -0.0741; number 4, H, carries 0.1080; number 5, H, carries 0.1327; number 6, C, carries -0.4953; number 7, C, carries -0.0783; number 8, S, carries 0.7621



ORCA calculation (ωB97M-V/def2-TZVPD) on C44H60ClHgN5O3 as an isolated structure.

Computed properties:
* energy relative to the best compared isomer or geometry (same formula, charge and spin): 9.5 kcal/mol
* 2S+1: 2
* total charge: -1
* LUMO energy (spin up / spin down): 2.54 / 2.54 eV
* expectation value of S²: 0.785

Element x y z (Å)
H -4.245 5.094 -0.709
H 4.375 -0.673 2.169
C 0.190 -4.717 0.050
C -2.401 4.081 -0.362
C -3.130 0.018 -3.177
C -3.857 -3.159 -0.394
H -1.402 -2.023 -3.592
C -4.039 -2.579 0.842
H 1.332 1.243 5.068
C 4.208 2.190 -1.002
H 0.529 -5.474 0.766
C 1.400 5.830 0.930
N 2.406 -0.928 1.375
C 0.829 0.950 4.128
H 2.056 -4.224 -5.368
H 4.210 4.767 1.155
C -3.994 -0.781 2.510
C 3.302 -0.380 -2.189
H -4.051 1.351 2.123
H 1.217 2.239 -3.027
H 1.326 -1.147 4.272
H 0.058 3.953 -0.492
C -3.176 -2.460 -1.372
H 3.121 5.205 2.984
H -2.719 0.583 -4.012
H -2.045 -4.933 -4.412
H -4.652 -3.098 1.567
H 2.876 1.997 -3.586
C -3.498 -1.339 1.176
H -4.279 -4.133 -0.603
H -1.825 4.995 -0.428
C 1.990 1.493 -3.197
C 2.181 4.657 2.994
H 1.632 0.785 -3.943
C 2.488 3.597 0.685
C -0.695 -4.851 -2.749
Cl -0.411 -4.504 -6.715
H 1.465 5.224 3.588
H 3.121 -3.624 -2.032
C 0.247 -3.323 0.761
C 1.630 -4.485 -3.289
H -4.456 0.864 -0.207
H 4.874 1.686 -1.687
H 2.352 3.709 3.499
O 0.342 -3.371 1.998
H 3.151 0.174 3.982
H 5.741 3.515 -0.293
C -3.861 1.768 -0.248
H -4.048 0.911 3.832
H -1.526 0.462 -1.833
H -0.239 -1.668 -2.313
H -0.170 -1.894 2.764
H 3.780 0.567 1.040
C 3.050 -4.358 -2.833
H -1.492 -5.012 -2.041
C -2.709 -0.684 0.211
H -0.425 -0.557 -3.679
H 2.140 -1.653 2.037
C -2.489 1.676 0.033
N -1.973 0.490 0.484
C -3.758 4.142 -0.544
H 1.568 2.117 2.612
H -1.299 -0.721 3.118
H -3.089 -2.873 -2.367
C -1.021 -4.801 -4.100
C -0.953 -1.226 -3.002
Hg 0.113 0.097 0.837
H 2.343 6.367 0.838
C 0.426 -0.531 4.205
C -4.496 2.966 -0.523
C 1.292 -4.412 -4.631
H -0.850 -4.917 -0.220
C 1.615 4.458 1.581
H 4.113 -0.061 -2.843
O 1.068 -4.776 -1.056
H -5.092 -0.803 2.420
C 1.989 2.492 -0.060
O 0.206 -2.314 0.037
H -5.562 2.984 -0.699
H 0.708 6.429 1.521
C 3.034 0.762 3.067
C 3.487 -0.090 1.862
C 4.699 3.236 -0.236
H 2.666 -1.390 0.511
N 1.647 1.171 2.955
N 0.676 2.056 0.009
C -1.695 2.870 -0.121
N -0.307 -0.898 3.007
H -0.078 1.548 4.023
H 0.985 5.718 -0.070
C 0.620 -4.691 -2.329
H -2.625 -1.647 3.993
H 3.407 -5.305 -2.429
H -3.836 0.654 -2.649
H 3.710 1.625 3.137
C 2.344 0.772 -1.891
C -0.299 2.978 -0.162
H 3.698 -4.062 -3.653
C 2.882 1.808 -0.928
H -3.911 -2.727 3.502
H 0.636 3.981 1.687
C -0.023 -4.576 -5.026
C 3.828 3.932 0.584
H -4.268 -1.372 4.571
H 2.756 -1.178 -2.687
C -2.011 -0.435 -2.232
H -0.156 -0.693 5.125
C -3.632 0.663 2.853
H 3.733 -0.779 -1.273
C -3.673 -1.687 3.712
H -2.558 0.829 2.872
C -2.623 -1.223 -1.095
H -3.665 -0.844 -3.574
H 1.425 0.336 -1.475

Löwdin atomic charge list, values in e, 8 entries: number 1, H, carries 0.0829; number 2, H, carries 0.1112; number 3, C, carries -0.0746; number 4, C, carries -0.0813; number 5, C, carries -0.0480; number 6, C, carries -0.0938; number 7, H, carries 0.0627; number 8, C, carries -0.0649



ORCA calculation (ωB97M-V/def2-TZVPD) on one molecule with the formula C4H9NO.

Computed properties:
* energy relative to the best compared isomer or geometry (same formula, charge and spin): 42.5 kcal/mol
* SMILES: C[C@@]1(CO)CN1
* LUMO energy: 1.00 eV

Element x y z (Å)
C 0.072 0.100 -0.015
O -1.744 -1.456 0.409
C 0.593 1.513 0.107
C -1.302 -0.136 0.593
H -0.990 -2.010 0.669
H 1.671 1.557 -0.085
H 0.409 1.922 1.107
H -2.046 0.528 0.140
C 0.520 -0.735 -1.148
H -1.237 0.117 1.666
H -0.159 -1.460 -1.587
H 0.099 2.168 -0.620
N 0.952 -1.046 0.220
H 1.250 -0.307 -1.834
H 1.912 -0.753 0.379

Löwdin atomic charge list, values in e, 8 entries: number 1, C, carries -0.5106; number 2, O, carries -0.0662; number 3, C, carries -0.0291; number 4, C, carries -0.2221; number 5, H, carries 0.0817; number 6, H, carries 0.0821; number 7, H, carries 0.0811; number 8, H, carries 0.1275



ORCA calculation (ωB97M-V/def2-TZVPD) on one molecule with the formula C4H6S.

Computed properties:
* energy relative to the best compared isomer or geometry (same formula, charge and spin): 79.5 kcal/mol
* SMILES: C#CCSC
* LUMO energy: 0.94 eV

Element x y z (Å)
C -0.049 1.220 0.844
C 0.463 -1.190 -1.177
H -0.142 -1.937 -0.550
H -1.372 -0.314 1.329
C -1.176 0.382 0.438
H 1.544 -1.311 -0.564
H -2.023 0.945 0.294
C 0.978 1.521 1.315
S -0.746 0.051 -1.210
H 1.994 2.083 1.449
H 0.530 -1.452 -2.167

Löwdin atomic charge list, values in e, 8 entries: number 1, C, carries -0.3013; number 2, C, carries -0.4689; number 3, H, carries 0.0463; number 4, H, carries 0.1380; number 5, C, carries -0.5375; number 6, H, carries 0.1258; number 7, H, carries 0.0286; number 8, C, carries 0.0607



ORCA calculation (ωB97M-V/def2-TZVPD) on a 2-piece molecular cluster, C16H20O overall.

Computed properties:
* energy relative to the best compared isomer or geometry (same formula, charge and spin): 24.6 kcal/mol
* SMILES: CCc1ccc(O)cc1.CCc1ccccc1
* LUMO energy: 0.84 eV

Element x y z (Å)
C -0.874 1.156 2.201
C 0.256 1.345 -4.796
H -1.550 -0.971 -2.307
H -1.471 -1.557 1.775
H 0.103 1.966 0.487
C -0.563 -0.873 -1.827
H 1.122 1.972 1.823
H -0.702 -3.073 -1.403
H -1.176 2.114 2.650
C 1.472 1.854 -4.385
H -1.420 0.247 -4.176
C -1.360 -2.206 3.817
H 0.075 1.339 4.576
C 0.194 0.094 -2.712
C -0.811 -0.003 3.143
C -0.007 -2.279 -1.654
H -1.872 -3.097 3.487
C -1.237 -1.257 2.785
H -0.778 -0.311 -0.876
H -1.637 1.021 1.379
C 0.367 1.324 1.311
C -1.145 -1.815 5.133
H 0.627 -2.312 -0.735
H 1.959 -0.070 -1.646
H 0.518 -2.635 -2.532
C -0.425 0.567 -3.856
H 3.273 1.539 -3.175
C 1.527 0.479 -2.481
C -0.354 0.352 4.442
H 2.955 2.910 -5.022
H 0.778 0.317 1.168
H -0.177 1.729 -5.711
C 2.217 1.334 -3.310
H -0.109 -0.648 6.432
H -1.372 -2.476 5.965
C -0.571 -0.579 5.441
O 2.167 2.505 -5.413

Löwdin atomic charge list, values in e, 8 entries: number 1, C, carries -0.2382; number 2, C, carries -0.0139; number 3, H, carries 0.1016; number 4, H, carries 0.1083; number 5, H, carries 0.0625; number 6, C, carries -0.2191; number 7, H, carries 0.0788; number 8, H, carries 0.0608



Number 1: total energy -16890.54424 eV. Number 2: total energy -80472.56266 eV. Number 3: total energy -76894.31818 eV. Number 4: total energy -7830.47697 eV. Number 5: total energy -15076.34637 eV. Number 6: total energy -18962.51461 eV.